# 1
# C2H5NO

A structure of composition C2H5NO (ωB97M-V/def2-TZVPD, the Open Molecules 2025 dataset).

Last column: natural (NBO) charge in e.
Cartesian coordinates (Å):
O -1.489968 -1.553514 -0.353679  -0.544
N -0.068912 -0.006678 0.856098  -0.684
C -0.681490 -0.718503 -0.050960  0.734
C 0.368440 0.309577 -1.039741  -0.570
H 1.044073 0.990174 -0.501517  0.243
H -0.259760 -0.010399 2.532249  -0.003
H -0.272128 0.935428 -1.661457  0.228
H 0.364372 0.423308 1.832523  0.371
H 0.995373 -0.369394 -1.613516  0.226

Cartesian forces, eV/Å:
O 1.17 1.17 0.41
N 0.53 0.74 -0.13
C 0.28 0.37 -0.05
C -0.03 -0.12 -0.52
H -0.31 -0.35 -0.38
H 0.10 -0.09 -0.17
H -0.25 -0.38 0.04
H -1.20 -1.09 0.86
H -0.29 -0.24 -0.06

## Properties
highest occupied orbital energy	-9.580	eV
E_LUMO	-0.13	eV
maximum force	1.8	eV/A
energy relative to the best compared isomer or geometry (same formula, charge and spin)	644.3	kJ/mol


# 2
# C2H5NO

A cluster of 2 separate species, C2H5NO in total (ωB97M-V/def2-TZVPD, the Open Molecules 2025 dataset).

Last column: natural (NBO) charge in e.
Cartesian coordinates (Å):
O 0.432177 -0.323162 0.425602  -0.735
N -3.663881 -0.461084 -0.161449  -0.302
C -2.690476 -0.033364 0.304370  0.060
C 1.269820 -0.151950 -0.686171  -0.240
H -1.725125 0.173693 0.631294  0.230
H -0.202533 -1.003940 0.300253  0.468
H 0.895279 -0.680114 -1.590708  0.174
H 1.397408 1.000272 -0.827751  0.176
H 2.201998 -0.541743 -0.471308  0.169

Cartesian forces, eV/Å:
O -0.07 0.84 0.98
N 1.47 0.93 0.87
C -2.64 -1.49 -1.41
C -1.36 2.27 -1.25
H 1.10 0.74 0.58
H -0.39 -1.09 -0.41
H 0.08 0.72 0.41
H -0.32 -2.11 -0.19
H 2.12 -0.81 0.43

## Properties
highest occupied orbital energy	-11.007	eV
E_LUMO	0.80	eV
SMILES	C#N.CO
maximum force	3.3	eV/A
energy relative to the best compared isomer or geometry (same formula, charge and spin)	213.1	kJ/mol


# 3
# C2H5NO

The molecule C2H5NO (ωB97M-V/def2-TZVPD, the Open Molecules 2025 dataset).

Last column: natural (NBO) charge in e.
Cartesian coordinates (Å):
O 1.781235 0.030632 0.020166  -0.510
N -1.571921 0.522111 0.138219  -0.801
C 0.694950 -0.374807 0.305760  0.432
C -0.583541 -0.273218 -0.570295  -0.335
H -0.989519 1.248531 0.544773  0.358
H -0.828851 -1.271773 -0.954116  0.215
H 0.439314 -0.885510 1.279502  0.078
H -0.103350 0.317242 -1.359597  0.203
H -2.023426 -0.032066 0.857177  0.360

Cartesian forces, eV/Å:
O 0.10 0.17 0.01
N 0.28 -0.51 -0.45
C -1.52 -1.46 0.47
C 2.68 0.59 -0.30
H -0.79 0.26 0.43
H -0.51 0.39 0.29
H 0.62 0.36 -0.02
H -0.95 -0.05 -0.61
H 0.09 0.26 0.18

## Properties
highest occupied orbital energy	-9.375	eV
E_LUMO	0.96	eV
SMILES	NCC=O
maximum force	2.8	eV/A
energy relative to the best compared isomer or geometry (same formula, charge and spin)	153.5	kJ/mol


# 4
# C2H5NO

A cluster of 2 separate species, C2H5NO in total (ωB97M-V/def2-TZVPD, the Open Molecules 2025 dataset).

Last column: natural (NBO) charge in e.
Cartesian coordinates (Å):
O -1.333070 0.713952 -1.413708  -0.625
N -0.625457 -0.786504 0.091887  -0.647
C -1.433580 -0.235884 -0.700700  0.467
C 1.341750 0.465018 0.482861  -0.307
H 1.978946 -0.156436 -0.081676  0.185
H 1.540070 0.260668 1.556272  0.201
H -2.399926 -0.629383 -0.601105  0.108
H 1.161228 1.394716 -0.008552  0.218
H -0.672509 -1.282086 0.950273  0.399

Cartesian forces, eV/Å:
O 1.13 2.03 -1.90
N 7.38 0.49 2.67
C -2.44 1.17 -0.11
C -1.93 -2.43 0.36
H 0.45 -0.75 -0.84
H -0.82 0.79 -0.75
H -2.18 -1.47 0.04
H -0.58 0.57 0.37
H -1.00 -0.41 0.16

## Properties
highest occupied orbital energy (alpha / beta)	-9.273 / -9.272	eV
E_LUMO (alpha / beta)	-0.97 / -0.98	eV
maximum force	7.9	eV/A
energy relative to the best compared isomer or geometry (same formula, charge and spin)	439.8	kJ/mol


# 5
# C2H5NO

A cluster of 2 separate species, C2H5NO in total (ωB97M-V/def2-TZVPD, the Open Molecules 2025 dataset).

Last column: natural (NBO) charge in e.
Cartesian coordinates (Å):
O -1.540118 -1.392381 0.859312  -0.453
N -0.264353 -0.023901 0.201723  -0.174
C 0.517607 -0.584543 -0.802053  -0.440
C -0.336250 1.089348 0.802210  -0.006
H -0.046126 -1.111476 -1.572879  0.252
H 1.284447 0.125051 -1.059560  0.190
H 0.498116 1.834879 0.364963  0.156
H -1.158607 1.408502 1.457808  0.236
H 1.045285 -1.345479 -0.251524  0.240

Cartesian forces, eV/Å:
O 1.83 2.04 -0.99
N -5.07 -1.01 3.11
C 1.39 -0.42 0.81
C 2.56 0.65 -3.16
H -0.07 0.64 0.01
H 0.27 0.40 -1.09
H -1.92 -0.94 1.46
H 0.65 -0.58 -0.05
H 0.37 -0.77 -0.10

## Properties
highest occupied orbital energy (alpha / beta)	-9.368 / -9.377	eV
E_LUMO (alpha / beta)	0.13 / 0.07	eV
maximum force	6.0	eV/A
energy relative to the best compared isomer or geometry (same formula, charge and spin)	649.9	kJ/mol


# 6
# C2H5NO

The molecule C2H5NO (ωB97M-V/def2-TZVPD, the Open Molecules 2025 dataset).

Last column: natural (NBO) charge in e.
Cartesian coordinates (Å):
O -1.737320 -0.429322 -0.419743  -0.487
N -0.585875 -0.030323 -0.174020  0.136
C -0.314694 1.244307 0.137439  -0.257
C 0.527426 -0.931904 -0.110160  -0.441
H 0.601323 -1.707211 -0.744839  0.226
H -1.007442 2.012694 0.028251  0.200
H 0.551407 -1.511196 0.856973  0.221
H 1.383888 -0.210486 -0.273418  0.214
H 0.581285 1.563437 0.699513  0.189

Cartesian forces, eV/Å:
O -0.49 -0.71 -0.73
N -0.29 3.12 1.16
C 1.34 -1.64 0.42
C 2.33 2.03 3.32
H -0.59 -2.10 -3.17
H -1.68 0.52 -0.23
H -0.02 1.21 -0.44
H -0.44 -1.57 0.59
H -0.16 -0.85 -0.93

## Properties
highest occupied orbital energy	-8.702	eV
E_LUMO	0.70	eV
SMILES	C=[N+](C)[O-]
maximum force	4.5	eV/A
energy relative to the best compared isomer or geometry (same formula, charge and spin)	377.2	kJ/mol


# 7
# C2H5NO

The molecule C2H5NO (ωB97M-V/def2-TZVPD, the Open Molecules 2025 dataset).

Last column: natural (NBO) charge in e.
Cartesian coordinates (Å):
O -1.397367 -0.011953 1.219641  -0.522
N -0.469732 0.142321 0.377583  0.125
C 0.625071 -0.850506 0.267584  -0.444
C -0.495641 1.118971 -0.464648  -0.213
H 0.296211 -1.383397 -0.628587  0.220
H 0.339610 0.995094 -1.252351  0.162
H -1.185755 1.869731 -0.649878  0.215
H 1.526156 -0.295584 0.072246  0.215
H 0.761451 -1.584675 1.058411  0.240

Cartesian forces, eV/Å:
O 0.31 -0.68 0.60
N -1.71 1.01 0.97
C -0.46 -0.31 -1.17
C 4.39 -1.75 -2.73
H 0.61 -0.30 0.06
H -1.38 0.65 1.35
H -1.58 0.81 0.58
H 0.39 -0.08 -0.04
H -0.58 0.64 0.40

## Properties
highest occupied orbital energy (alpha / beta)	-8.753 / -8.753	eV
E_LUMO (alpha / beta)	0.91 / 0.91	eV
SMILES	C=[N+](C)[O-]
maximum force	5.5	eV/A
energy relative to the best compared isomer or geometry (same formula, charge and spin)	351.0	kJ/mol


# 8
# C2H5NO

A cluster of 2 separate species, C2H5NO in total (ωB97M-V/def2-TZVPD, the Open Molecules 2025 dataset).

Last column: natural (NBO) charge in e.
Cartesian coordinates (Å):
O 0.024471 -0.102357 -2.077962  -0.494
N -1.662793 0.405147 -0.463432  -0.796
C 1.018970 -0.209378 0.928513  -0.872
C -0.830908 0.146984 -1.317905  0.880
H 1.350349 0.340856 1.800797  0.213
H 1.242640 -1.273482 1.055072  0.213
H -0.046988 -0.010783 0.864000  0.226
H 1.588272 0.142365 0.060445  0.214
H -2.602540 0.539395 -0.803346  0.416

Cartesian forces, eV/Å:
O -0.88 0.26 0.90
N -0.06 -0.02 -0.54
C 0.48 -0.03 0.18
C 0.67 -0.21 -1.02
H 0.32 -0.02 0.21
H -0.22 0.19 0.07
H 0.30 -0.28 -0.10
H -0.34 0.04 0.16
H -0.25 0.08 0.14

## Properties
highest occupied orbital energy	-11.240	eV
E_LUMO	0.73	eV
SMILES	N=C=O.C
maximum force	1.3	eV/A
energy relative to the best compared isomer or geometry (same formula, charge and spin)	78.1	kJ/mol


# 9
# C2H5NO2

The molecule C2H5NO2 (ωB97M-V/def2-TZVPD, the Open Molecules 2025 dataset).

Last column: natural (NBO) charge in e.
Cartesian coordinates (Å):
O 2.307392 -0.056743 0.107317  -0.678
O 0.448802 1.530926 -0.080945  -0.568
N 0.087577 0.185203 -0.233492  -0.135
C 1.162822 -0.572946 -0.141499  0.457
C -1.397554 -0.177961 0.054970  -0.430
H -1.549229 0.278743 1.170934  0.231
H 1.407866 1.590667 0.053844  0.512
H 1.107675 -1.686916 -0.349692  0.151
H -1.551154 -1.325545 0.171099  0.232
H -2.024200 0.234570 -0.752540  0.228

Cartesian forces, eV/Å:
O -2.72 -1.38 -0.86
O -2.53 0.77 0.04
N -1.03 -0.05 0.03
C 3.78 -0.84 0.57
C 1.87 0.22 2.53
H -0.18 -0.88 -2.98
H 0.33 -1.08 0.07
H -0.50 1.23 0.40
H 0.73 2.07 -0.52
H 0.24 -0.06 0.73

## Properties
highest occupied orbital energy	-9.358	eV
E_LUMO	0.72	eV
SMILES	CN(O)C=O
maximum force	3.9	eV/A
energy relative to the best compared isomer or geometry (same formula, charge and spin)	300.5	kJ/mol


# 10
# C2H5NO2

The molecule C2H5NO2 (ωB97M-V/def2-TZVPD, the Open Molecules 2025 dataset).

Last column: natural (NBO) charge in e.
Cartesian coordinates (Å):
O 0.668613 -1.081711 0.480620  -0.680
O -0.666988 -1.059024 -1.397306  -0.573
N 0.358161 1.285902 1.138597  -0.861
C -0.335159 0.859116 -0.068237  -0.374
C -0.026444 -0.462943 -0.529909  0.738
H 1.090936 -0.209052 0.866905  0.499
H -0.465174 1.118862 1.891595  0.390
H -0.153497 1.665159 -0.865259  0.224
H -1.435260 0.837267 -0.049172  0.238
H 0.612500 2.335278 1.108114  0.398

Cartesian forces, eV/Å:
O 1.15 1.69 -1.45
O 2.04 1.33 1.24
N -2.64 1.29 2.39
C -0.82 4.99 -2.73
C -1.65 -4.68 0.32
H -0.48 -2.02 0.37
H 3.14 0.93 -1.55
H -0.13 -1.34 0.71
H 0.21 0.21 0.52
H -0.81 -2.41 0.17

## Properties
highest occupied orbital energy	-10.205	eV
E_LUMO	0.39	eV
SMILES	NCC(=O)O
maximum force	5.7	eV/A
energy relative to the best compared isomer or geometry (same formula, charge and spin)	146.3	kJ/mol


Which formula does entry 10 have? C2H5NO2


Which value of maximum force does entry 1 give? 1.8 eV/A


Which of these has the highest energy relative to the best compared isomer or geometry (same formula, charge and spin)? number 5


Please write out number 10 again, unchanged.
# C2H5NO2

The molecule C2H5NO2 (ωB97M-V/def2-TZVPD, the Open Molecules 2025 dataset).

Last column: natural (NBO) charge in e.
Cartesian coordinates (Å):
O 0.668613 -1.081711 0.480620  -0.680
O -0.666988 -1.059024 -1.397306  -0.573
N 0.358161 1.285902 1.138597  -0.861
C -0.335159 0.859116 -0.068237  -0.374
C -0.026444 -0.462943 -0.529909  0.738
H 1.090936 -0.209052 0.866905  0.499
H -0.465174 1.118862 1.891595  0.390
H -0.153497 1.665159 -0.865259  0.224
H -1.435260 0.837267 -0.049172  0.238
H 0.612500 2.335278 1.108114  0.398

Cartesian forces, eV/Å:
O 1.15 1.69 -1.45
O 2.04 1.33 1.24
N -2.64 1.29 2.39
C -0.82 4.99 -2.73
C -1.65 -4.68 0.32
H -0.48 -2.02 0.37
H 3.14 0.93 -1.55
H -0.13 -1.34 0.71
H 0.21 0.21 0.52
H -0.81 -2.41 0.17

## Properties
highest occupied orbital energy	-10.205	eV
E_LUMO	0.39	eV
SMILES	NCC(=O)O
maximum force	5.7	eV/A
energy relative to the best compared isomer or geometry (same formula, charge and spin)	146.3	kJ/mol